# 1
{
  "formula": "C34H61N7O9S2",
  "method": "ωB97M-V/def2-TZVPD",
  "max_force_ev_per_a": 1.478,
  "e_tot_ev": -86778.066,
  "charge": 0,
  "symbols": ["S", "S", "O", "O", "O", "O", "O", "O", "O", "O", "O", "N", "N", "N", "N", "N", "N", "N", "C", "C", "C", "C", "C", "C", "C", "C", "C", "C", "C", "C", "C", "C", "C", "C", "C", "C", "C", "C", "C", "C", "C", "C", "C", "C", "C", "C", "C", "C", "C", "C", "C", "C", "H", "H", "H", "H", "H", "H", "H", "H", "H", "H", "H", "H", "H", "H", "H", "H", "H", "H", "H", "H", "H", "H", "H", "H", "H", "H", "H", "H", "H", "H", "H", "H", "H", "H", "H", "H", "H", "H", "H", "H", "H", "H", "H", "H", "H", "H", "H", "H", "H", "H", "H", "H", "H", "H", "H", "H", "H", "H", "H", "H", "H"],
  "xyz": [[-1.0516, 2.2118, -3.2167], [6.6987, 2.1055, 0.3644], [-3.6870, 1.4441, 5.4885], [3.4349, -2.0177, -0.5939], [1.6065, -0.9359, 0.0550], [2.7107, -2.2122, -8.4529], [3.0226, 1.8420, 3.3287], [1.0740, -2.5035, 4.4570], [-0.8803, 0.7095, -7.2110], [-7.9772, 0.8974, 5.8053], [0.6859, -2.9914, -8.9674], [2.7414, 0.8389, 5.3090], [-0.9240, 0.6474, -3.6594], [-8.7350, -1.1751, 6.1982], [0.4089, 2.4657, -2.6387], [-0.8357, -1.4420, 4.9684], [-2.5885, 0.2363, -5.8507], [-3.2460, 3.5821, 4.9829], [2.8838, -2.9600, -7.2504], [4.4469, -0.4321, -2.2403], [3.4517, 1.6143, 4.4497], [3.0174, -0.1078, -2.5932], [-5.4334, 2.6512, 4.3805], [4.0144, 2.1803, -0.5354], [2.7763, -2.5550, -3.4546], [5.4375, 2.7563, -0.7576], [3.0839, 0.4540, 6.6648], [-3.9661, -0.0429, -5.4957], [2.2274, -1.1693, -3.1960], [0.9385, -0.9368, -3.5723], [-3.5166, 4.9028, 4.4450], [1.1194, 1.3365, -2.7697], [2.6754, -1.3752, 0.3476], [-0.4974, -2.2222, 2.6713], [4.6149, -1.2802, -0.9512], [-7.7969, -0.1975, 6.3143], [-0.0167, -2.0753, 4.0953], [-2.0757, 0.4980, -7.0790], [-4.0650, 2.5005, 4.9931], [3.1693, 2.3687, -1.8080], [1.4087, -2.0466, -8.8177], [0.9330, -0.6474, -9.0051], [4.7732, 2.1652, 4.9304], [-8.6924, -2.5241, 6.7309], [-6.5405, -0.5230, 7.0873], [3.1798, -1.2670, 1.7493], [2.3547, -3.1498, -4.8128], [2.4835, 1.1408, -2.3820], [0.3258, 0.3186, -3.3560], [2.5256, -2.1891, -5.9913], [-3.0320, 0.5180, -8.2493], [-2.1538, -0.8646, 4.7180], [1.8735, 0.4985, 4.9231], [2.8411, -0.3137, 2.1457], [4.2634, -1.3199, 1.8376], [5.7265, 2.5231, -1.7799], [3.9420, -3.2190, -7.2284], [2.3687, 3.0603, -1.5613], [-2.3479, 3.4145, 5.4079], [0.3601, -1.7218, -4.0391], [-5.3522, 2.9141, 3.3245], [1.3374, -3.5208, -4.7092], [3.0026, -4.0108, -4.9912], [-4.0338, -1.0269, -5.0285], [-3.7926, 1.2869, -8.1092], [1.3739, -0.1724, -9.8822], [6.5142, 0.7838, 0.2399], [-2.7872, 5.1394, 3.6690], [5.3792, 3.8355, -0.6624], [-6.0027, 3.4179, 4.9060], [3.8604, -2.6011, -3.4108], [4.8801, -1.0226, -3.0418], [2.4319, -3.2073, -2.6533], [-5.8920, 0.3480, 7.0883], [-2.4476, -0.9998, 3.6825], [5.0666, 0.4535, -2.1412], [-4.6075, -0.0272, -6.3701], [-2.1348, 0.1897, 4.9462], [-2.4753, 0.7412, -9.1545], [1.5677, -1.7045, -6.1941], [-0.4580, -1.3778, 5.9003], [4.0585, 1.1591, -0.1888], [-1.4214, -2.8008, 2.6391], [4.0370, 0.8769, 6.9627], [5.3915, -2.0195, -1.1313], [-0.6642, -1.2441, 2.2196], [-6.0075, -1.3513, 6.6190], [-7.7712, -2.6998, 7.2747], [3.1431, -0.6335, 6.7307], [5.4555, 1.3535, 5.1852], [-9.5463, -0.8937, 5.6713], [-4.3208, 0.7063, -4.7854], [4.8949, -0.6644, -0.0996], [3.7276, 2.8504, -2.6122], [-8.7616, -3.2447, 5.9143], [-3.5139, -0.4534, -8.3655], [-1.8949, 0.2524, -5.1155], [4.6275, 2.8042, 5.8021], [3.6046, 2.7611, 0.2879], [2.3391, -3.9032, -7.2771], [-2.8870, -1.3509, 5.3622], [2.3128, 0.8055, 7.3528], [2.7482, -2.0238, 2.4042], [5.2160, 2.7557, 4.1342], [-6.7831, -0.7834, 8.1186], [-9.5349, -2.6798, 7.4068], [-4.5114, 4.9531, 4.0178], [-3.4364, 5.6461, 5.2397], [-0.1384, -0.6458, -9.1336], [-5.9675, 1.7110, 4.4672], [3.2289, -1.3832, -5.7910], [0.2605, -2.7428, 2.0945], [1.1437, -0.0204, -8.1454]],
  "forces_ev_per_a": [[-0.1021, -0.3600, -0.0486], [0.3480, 0.5245, 0.4859], [-0.2365, 0.3122, 0.0712], [0.3559, 0.1610, -0.0220], [-0.6938, -0.0872, -0.3215], [-0.0013, 0.7400, 0.3615], [0.0472, 0.0694, -0.1151], [0.0671, 0.0977, -0.0258], [0.1122, 0.1943, -0.0747], [0.0080, 0.0137, -0.0176], [-0.1878, -0.4091, 0.1607], [0.1743, 0.1854, 0.0266], [0.2770, 0.9546, 0.6377], [0.1950, -0.0164, 0.1076], [0.2785, 0.3247, 0.1007], [-0.0391, -0.0611, -0.3105], [-0.3228, -0.0375, -0.8571], [-0.1844, -0.0343, -0.0654], [0.7927, -0.4937, 0.1668], [-0.0391, -0.3568, 0.3322], [-0.1361, -0.1029, -0.0269], [-0.0373, 0.2805, -0.0448], [0.0553, -0.0961, -0.0374], [0.7220, 0.9348, -0.0920], [-0.0287, -0.1124, -0.2554], [-0.7280, -1.2309, -0.3749], [-0.2998, -0.1546, -0.2252], [0.4296, 0.0315, 0.1104], [-0.3089, 0.3464, -0.1021], [-0.0559, -0.4247, -0.0255], [0.3389, -0.1322, 0.1719], [-0.6342, 0.3965, 0.0108], [-0.4063, 0.1299, 0.3234], [0.0359, -0.0268, 0.0355], [-0.0662, -0.2707, -0.2023], [0.0046, 0.0726, -0.0262], [0.0887, -0.0625, 0.0238], [-0.3592, -0.0780, 0.4029], [0.0064, -0.1097, 0.0601], [-0.4640, -0.4132, 0.3240], [-0.4184, -0.2446, -0.2044], [0.2534, 0.4108, -0.3156], [-0.0124, 0.0359, -0.0514], [-0.2969, 0.1907, -0.2243], [-0.0110, 0.0728, 0.0001], [0.5381, 0.2313, 0.3501], [0.5763, 0.2463, 0.4913], [-0.0529, -0.0941, -0.0016], [0.9022, -1.0485, -0.0349], [-0.9797, -0.0711, -0.4247], [0.1014, 0.0179, -0.0709], [0.5017, -0.3330, 0.2492], [0.0276, -0.1084, 0.0049], [0.0381, 0.1665, 0.0189], [0.0350, -0.1119, -0.0378], [0.2404, 0.1460, -0.0923], [0.0731, -0.0340, -0.0658], [-0.0320, 0.1152, -0.1390], [0.0141, 0.0314, -0.0021], [-0.0687, -0.0086, -0.0020], [-0.0381, 0.1129, 0.0268], [-0.1057, -0.0670, -0.4177], [-0.1126, -0.2029, 0.0989], [-0.1347, 0.0034, -0.0004], [-0.0770, -0.0738, -0.0114], [0.2415, -0.0996, -0.0099], [-0.2561, 0.1016, -0.2725], [-0.0767, 0.0973, -0.0452], [0.3907, 0.1137, 0.1637], [-0.0534, 0.0289, -0.0897], [0.1105, 0.2230, 0.0832], [0.0500, 0.1423, -0.2185], [0.0009, -0.0609, 0.0791], [-0.0275, 0.0222, -0.0865], [0.0508, -0.0440, -0.0141], [-0.0412, 0.1834, -0.0268], [-0.0249, 0.0074, -0.0269], [-0.1405, 0.1112, -0.0086], [0.0617, 0.0118, 0.0230], [-0.0207, 0.1996, 0.1248], [-0.0468, -0.0122, 0.0334], [-0.0458, -0.2275, -0.0620], [-0.0511, 0.0827, -0.0467], [0.0147, 0.0325, -0.0330], [0.1169, -0.0332, 0.1815], [-0.0683, -0.0330, -0.0483], [0.0101, -0.0468, 0.0897], [0.0256, 0.0393, -0.0021], [0.0473, 0.0097, 0.1029], [0.0119, 0.0398, 0.0990], [-0.0142, -0.0138, -0.0015], [-0.1487, -0.0395, 0.0034], [0.1783, 0.0680, -0.0199], [0.2497, 0.0086, 0.0208], [0.0478, -0.1013, 0.0841], [-0.0927, 0.0457, 0.0038], [-0.0878, -0.1036, 0.1945], [0.0712, -0.0660, 0.0628], [-0.3220, -0.2017, 0.1119], [-0.2619, 0.0429, -0.2311], [-0.1239, 0.0980, -0.0662], [0.0875, -0.0131, 0.1053], [-0.1036, -0.2574, -0.1956], [-0.0657, -0.0306, -0.0681], [0.0432, -0.1017, -0.0147], [0.0628, -0.1127, 0.0540], [-0.0223, -0.0461, 0.0087], [-0.0685, 0.0888, -0.0747], [-0.1424, -0.1570, -0.0592], [0.0043, 0.0046, 0.0940], [0.2170, -0.0418, 0.0587], [0.0416, 0.0056, 0.0523], [0.2030, -0.0470, 0.1005]]
}



# 2
{
  "formula": "C34H63BClN2O8PS2",
  "method": "ωB97M-V/def2-TZVPD",
  "smiles": "CCCc1cc(B(O)OCC)c2c(c1CCCSC(=S)N(CC)CC)C(=O)C([PH2]=N)=C([C@@H](Cl)CC)C2=O.CCO.CCO.CCO.CCO",
  "max_force_ev_per_a": 2.708,
  "e_tot_ev": -99794.253,
  "charge": 0,
  "symbols": ["Cl", "S", "S", "P", "O", "O", "O", "O", "O", "O", "O", "O", "N", "N", "C", "C", "C", "C", "C", "C", "C", "C", "C", "C", "C", "C", "C", "C", "C", "C", "C", "C", "C", "C", "C", "C", "C", "C", "C", "C", "C", "C", "C", "C", "C", "C", "C", "C", "B", "H", "H", "H", "H", "H", "H", "H", "H", "H", "H", "H", "H", "H", "H", "H", "H", "H", "H", "H", "H", "H", "H", "H", "H", "H", "H", "H", "H", "H", "H", "H", "H", "H", "H", "H", "H", "H", "H", "H", "H", "H", "H", "H", "H", "H", "H", "H", "H", "H", "H", "H", "H", "H", "H", "H", "H", "H", "H", "H", "H", "H", "H", "H"],
  "xyz": [[3.2090, -2.7921, 4.1901], [-4.6300, 2.6109, 3.5982], [-5.7271, 0.0317, 2.5912], [0.8939, -0.2682, 4.7323], [2.6693, -4.0530, -1.0616], [-0.8797, 0.8342, 2.3626], [7.7705, -1.1288, -2.0346], [2.1250, -2.6777, -3.0516], [3.1134, -0.8605, 0.0157], [-2.3417, 6.7741, 2.5689], [-1.6465, -4.2906, -7.4655], [3.5312, 3.1622, 4.9010], [0.3641, -1.6019, 5.4331], [-4.7347, 2.0690, 0.9008], [0.8013, -3.7335, -4.9293], [-0.6830, -3.6825, -8.3202], [-3.7353, -1.2753, -2.3631], [0.6301, -2.4209, -0.9737], [0.7846, -1.5393, 0.1537], [-0.9565, 6.0793, 4.4226], [1.0931, -0.4820, 2.8737], [-6.9109, 1.8678, -0.2885], [7.0843, 0.1112, -1.8881], [-0.4387, -1.0119, 0.8081], [-1.9110, -2.2043, -0.8767], [-2.9308, -1.1520, -3.7083], [-3.6204, -1.8300, 2.0088], [-0.7105, -2.7454, -1.4765], [5.3391, 0.0222, 1.8813], [-3.0470, -0.7774, 0.9566], [-1.7550, -1.3315, 0.3116], [-3.3918, 2.6661, 0.6772], [-3.2896, 4.2282, 0.8960], [3.4569, -1.2987, 3.1571], [5.6097, -0.0579, -2.2006], [-3.3024, -2.5528, -1.4960], [4.8266, -1.3933, 2.4113], [-1.4653, 7.2406, 3.5894], [-4.9622, 1.6984, 2.2734], [2.0464, -3.7939, -3.9692], [2.1642, -1.1065, 0.7214], [2.2283, -0.9548, 2.2630], [-0.1889, -0.1033, 2.0500], [-4.4078, -1.1088, 3.1685], [-5.8380, 2.8878, 0.3403], [-1.1338, -3.7591, -9.7664], [5.8120, 3.2318, 4.1035], [4.8596, 2.7201, 5.1670], [1.8803, -3.0806, -1.7252], [-1.8154, -1.1871, -3.5596], [-0.4301, 5.3588, 3.7931], [-1.7365, -5.2115, -7.7364], [6.2759, 0.3537, 2.3856], [0.2597, -2.3460, 4.7390], [-3.2133, -3.4040, -2.2114], [4.8663, 1.6246, 5.2002], [7.6560, -1.4189, -2.9467], [1.1264, -3.9203, -5.9883], [-0.6351, 7.7565, 3.1057], [0.0716, -4.5599, -4.7006], [5.0744, 0.8867, -2.0842], [-2.0965, -3.2604, -9.8933], [-3.4834, -0.3644, -1.7592], [-4.3407, -2.5424, 1.5239], [-3.1255, -0.1381, -4.1613], [-4.9236, -1.9074, 3.7679], [3.5974, -3.7608, -1.0304], [5.1452, 3.0954, 6.1499], [-1.7882, 5.5465, 4.8916], [-5.5334, 3.5532, -0.4958], [-3.6141, 4.7207, -0.0600], [-4.0917, -2.6876, -0.7206], [-7.8502, 1.8060, 0.3131], [7.2214, 0.4482, -0.8599], [6.8337, 2.9018, 4.3031], [-0.2776, 6.4265, 5.2042], [2.9775, -3.7380, -4.5996], [5.5845, -1.7010, 3.1852], [5.4785, -0.0584, 0.7693], [-0.5692, -2.6429, -8.0110], [-0.0521, 0.7970, 4.8705], [0.2372, -2.7713, -4.9047], [-0.8008, -3.4270, -2.3500], [2.0495, -4.7962, -3.4737], [3.5605, -0.4564, 3.8943], [5.1603, -0.8002, -1.5388], [-4.8401, -1.2861, -2.5750], [-1.2691, -4.7993, -10.0745], [-2.1958, 4.4701, 0.9988], [7.5422, 0.8477, -2.5567], [0.2777, -4.1901, -8.1845], [-3.1129, 2.4296, -0.3888], [-2.5887, 2.1967, 1.3031], [3.2778, 2.8208, 4.0352], [5.4701, -0.4165, -3.2242], [-7.1628, 2.1748, -1.3409], [-2.9232, 0.1874, 1.4953], [-3.8625, 4.6150, 1.7648], [-0.4037, -3.2897, -10.4289], [-6.3764, 3.4239, 1.1679], [4.5314, 0.8003, 2.0071], [4.8690, -2.1817, 1.6189], [2.1167, 0.0692, 5.3775], [-3.8777, -0.6133, 0.2182], [-3.6763, -0.5876, 3.8380], [5.5129, 2.8727, 3.1152], [-2.0031, 7.9614, 4.2142], [-6.4588, 0.8462, -0.3132], [-3.2579, -1.9121, -4.4670], [-2.7586, -2.4315, 2.3899], [5.7957, 4.3227, 4.0652], [-3.0789, 6.3268, 3.0005]],
  "forces_ev_per_a": [[-0.0006, 0.5873, -0.8139], [-0.0325, -0.6070, -0.9565], [-0.0672, 0.1579, -0.4274], [-1.1899, -2.1249, 0.3685], [-0.4214, 1.4793, -0.3481], [0.2654, -0.3256, 0.1973], [0.1323, -0.0515, 0.1724], [-0.8809, -1.4774, 1.1300], [-0.2694, -0.4229, 0.1156], [0.0735, 0.1794, -0.1368], [-0.0063, 0.1172, 0.1972], [-0.1339, -0.0271, 0.1673], [0.0774, 0.7885, -1.0879], [0.6667, 0.5244, 1.0363], [-0.1917, -0.5179, -0.1404], [-0.1643, -0.3753, -0.2012], [0.6259, -0.0443, -0.1780], [-0.9912, 0.5632, 0.4566], [-2.0401, -0.2433, 0.1424], [0.1041, -0.0164, 0.0375], [0.4352, 0.5725, -0.4603], [0.2175, 0.2568, -0.1526], [-0.1607, -0.1842, -0.4172], [0.5999, -0.6410, -0.7302], [1.7185, -0.4421, 0.6692], [-0.2593, 0.5105, -0.1370], [-0.2895, 0.4746, -0.2346], [0.0202, 1.3254, 1.5985], [-0.9956, -0.4527, -0.7179], [-0.6918, -0.7772, 0.5489], [0.3025, 0.0406, -1.1747], [0.7376, 0.9290, 0.0060], [0.6639, -0.3911, -1.1948], [0.8155, 0.8580, -0.6968], [-0.0160, 0.0089, 0.0569], [0.4660, 1.8043, -0.4368], [1.0494, 0.3908, 0.7051], [-0.2841, -0.3008, 0.1756], [0.4549, -0.1232, 0.4969], [0.6254, -0.1534, -1.5858], [-0.9807, -0.4993, 0.3342], [-1.3824, -0.0323, 0.9526], [0.7036, -1.1636, -0.8935], [1.2628, -0.6355, 0.0307], [-2.0813, -1.7042, -0.3135], [-0.0005, 0.0810, -0.0820], [0.0931, 0.0496, 0.0053], [-0.0831, -0.0237, -0.4464], [0.5441, 0.3171, -0.0266], [-1.0911, -0.2292, -0.0265], [0.0269, 0.0848, 0.0052], [-0.0149, 0.1129, 0.0429], [-0.7810, -0.2759, -0.3939], [-0.0100, 0.1027, 0.4386], [-0.1252, 0.3752, 0.8902], [0.1834, -0.0237, 0.1038], [0.0224, 0.0234, 0.1166], [-0.2525, 0.2816, 0.9871], [-0.1309, -0.0156, -0.1189], [0.6186, 0.8628, -0.0945], [-0.0553, -0.0593, -0.0276], [0.0768, 0.0486, 0.0391], [-0.5017, -0.7181, -0.4960], [0.7677, 0.5828, 0.2436], [0.0764, -0.9828, 0.3959], [0.2518, 0.9892, -0.4367], [-0.3146, -0.4601, -0.3363], [-0.1865, 0.0012, -0.0144], [0.0172, 0.0772, 0.0648], [0.2784, -0.3830, 1.0242], [0.1132, -0.1305, 1.0590], [0.7741, -0.3161, -0.5678], [0.7147, 0.1270, -0.4964], [0.1342, -0.1263, -0.0314], [-0.0143, 0.0021, -0.0674], [-0.0296, -0.0580, 0.0120], [-0.8454, -0.1266, 0.6190], [-0.8932, 0.0414, -0.6556], [0.1116, 0.2260, 1.1377], [-0.0854, -0.0911, 0.1463], [0.9261, 0.0370, -0.1900], [0.6450, -0.6233, 0.1118], [0.0555, 0.5803, 0.7019], [0.1252, 0.9342, -0.0249], [-0.1005, -0.8984, -0.6473], [0.0018, 0.1119, 0.0316], [1.0468, -0.0143, 0.2500], [0.1138, 0.0159, -0.0187], [-1.1226, -0.0534, 0.1212], [-0.0658, 0.1537, 0.1074], [0.1057, 0.1439, -0.1016], [-0.3005, 0.2624, 0.9054], [-1.1447, 0.0975, -0.3799], [0.0310, 0.1078, 0.0746], [0.0054, 0.1197, -0.0201], [0.0919, -0.3225, 1.0344], [0.3190, -0.8656, -0.5616], [0.4588, -0.4421, -0.6969], [-0.0324, -0.0510, -0.0246], [0.7853, 0.1023, -0.8781], [0.8541, -0.6435, 0.0189], [-0.3710, 0.7559, 0.6355], [-0.2676, 0.7336, -0.6153], [1.0901, -0.0243, 0.5275], [-0.7815, -0.2257, -0.4691], [0.0761, -0.0810, 0.0332], [0.1711, 0.0791, 0.0758], [-0.3684, 0.8532, -0.0516], [0.4511, 0.5386, 0.7405], [-0.7860, 0.4431, 0.1071], [0.0134, -0.0470, 0.0993], [0.0970, 0.0211, -0.0690]]
}